Molecular formula: C3H10OS
Method: DFT, wB97M-V/def2-TZVPD

Values from the calculation:
**LUMO level**: 0.93 eV
**Max |F|**: 1.5 eV Å⁻¹
**Multiplicity**: 1
**SMILES**: CCSC.O
**ΔE to the lowest compared entry with this formula, charge and spin**: 15.3 kcal/mol

Geometry as XYZ:
```
15
C3H10OS wB97M-V/def2-TZVPD
C -2.324 -1.848 -0.910
C -0.857 -2.258 -1.048
S 0.419 -0.929 -0.994
C -0.373 0.670 -0.690
H -2.502 -0.784 -1.005
H -2.786 -2.194 0.011
H -2.865 -2.323 -1.732
H -0.697 -2.785 -1.984
H -0.628 -2.961 -0.249
H 0.224 1.245 0.010
H -0.376 1.295 -1.597
H -1.439 0.562 -0.511
O 4.768 3.742 3.712
H 5.380 4.190 3.151
H 4.055 4.379 3.835
```

Molecular formula: C3H9NO2
Method: DFT, wB97M-V/def2-TZVPD

Values from the calculation:
**LUMO level (spin up / spin down)**: -4.50 / -9.99 eV
**Max |F|**: 4.3 eV Å⁻¹
**Multiplicity**: 2
**<S²>**: 0.758
**ΔE to the lowest compared entry with this formula, charge and spin**: 45.7 kcal/mol
**Net charge**: +1

Geometry as XYZ:
```
15
C3H9NO2 wB97M-V/def2-TZVPD
C 0.189 -0.814 -2.469
N 1.364 -0.774 -1.660
H 0.299 0.363 -0.820
H 1.279 -1.335 -0.782
H 2.062 -1.205 -2.192
H -0.661 -0.905 -1.809
H 0.190 -1.673 -3.140
H 0.074 0.029 -3.067
C -1.236 1.120 2.137
C -0.307 0.369 1.145
O -0.540 0.665 -0.193
O 0.497 -0.392 1.632
H -2.250 0.927 1.784
H -0.958 2.232 2.103
H -1.104 0.748 3.148
```